No. 1
C20H33N5O4 in the gas phase, computed with ωB97M-V/def2-TZVPD.

The spin multiplicity is 1. The SMILES is CCO[C@H]1CCN(C(=O)CO[C@H]2C[C@@H](NC(=O)CCc3ncnn3C)C2)C[C@@H]1C. Its net charge is 0. The LUMO energy comes out at 0.501 eV.

Cartesian coordinates (Å):
1 C 3.858 -0.410 5.683
2 C 2.822 0.638 5.351
3 O 1.817 0.031 4.560
4 C 0.669 0.830 4.342
5 C 0.960 2.011 3.418
6 C -0.334 2.740 3.069
7 N -1.301 1.820 2.490
8 C -1.447 1.615 1.148
9 O -2.016 0.649 0.684
10 C -0.833 2.681 0.243
11 O -1.222 2.412 -1.072
12 C -0.705 3.346 -2.008
13 C 0.727 2.950 -2.434
14 C 0.101 2.073 -3.545
15 N -0.076 0.700 -3.119
16 C -0.134 -0.320 -4.011
17 O 0.118 -0.188 -5.199
18 C -0.543 -1.668 -3.449
19 C 0.452 -2.757 -3.873
20 C -0.170 -4.108 -3.906
21 N -0.104 -5.033 -2.966
22 C -0.869 -6.033 -3.475
23 N -1.406 -5.781 -4.648
24 N -0.942 -4.541 -4.918
25 C -1.249 -3.895 -6.177
26 C -1.191 2.920 -3.399
27 C -1.644 0.735 3.398
28 C -0.413 -0.085 3.775
29 C -0.781 -1.191 4.753
30 H 4.653 0.021 6.294
31 H 3.404 -1.234 6.234
32 H 4.300 -0.810 4.771
33 H 2.372 1.044 6.267
34 H 3.288 1.472 4.813
35 H 0.318 1.224 5.313
36 H 1.658 2.707 3.887
37 H 1.430 1.629 2.506
38 H -0.780 3.152 3.980
39 H -0.157 3.584 2.406
40 H -1.190 3.674 0.552
41 H 0.261 2.678 0.352
42 H -0.892 4.371 -1.675
43 H 1.281 3.790 -2.852
44 H 1.346 2.443 -1.693
45 H 0.586 2.056 -4.516
46 H -0.462 0.555 -2.197
47 H -0.658 -1.649 -2.365
48 H -1.529 -1.878 -3.872
49 H 0.845 -2.501 -4.858
50 H 1.293 -2.795 -3.181
51 H -1.044 -6.964 -2.962
52 H -1.045 -2.829 -6.098
53 H -0.646 -4.317 -6.980
54 H -2.301 -4.051 -6.400
55 H -2.141 2.390 -3.433
56 H -1.208 3.759 -4.095
57 H -2.089 1.175 4.298
58 H -2.393 0.108 2.922
59 H -0.013 -0.533 2.858
60 H -1.186 -0.772 5.678
61 H -1.537 -1.849 4.322
62 H 0.091 -1.791 5.006

Force components x, y, z for each atom (eV/Å):
0.0 0.0 0.0
0.0 0.0 0.0
0.0 0.0 0.0
0.0 -0.1 0.1
0.0 0.0 -0.1
-0.1 0.1 0.0
0.0 0.0 0.1
0.3 -0.1 0.0
0.0 0.0 0.0
-0.2 0.1 0.0
-0.1 0.1 0.0
0.1 -0.1 0.0
0.1 0.0 0.0
0.0 0.0 0.1
0.0 0.0 -0.1
0.0 0.0 0.0
0.0 0.0 0.0
0.0 0.0 0.0
0.1 0.0 0.0
0.0 0.0 0.0
0.0 0.0 -0.1
0.0 0.1 0.1
0.1 -0.1 0.0
-0.1 0.0 0.0
0.0 0.0 0.0
0.0 0.0 0.0
-0.1 0.0 0.0
0.1 0.0 0.0
0.0 0.0 0.0
0.0 0.0 0.0
0.0 0.0 0.0
0.0 0.0 0.0
0.0 0.0 0.0
0.0 0.0 0.0
0.0 0.0 0.0
0.0 0.0 0.0
0.0 0.0 0.0
0.0 0.0 0.0
0.0 0.0 0.0
0.0 0.0 0.0
0.0 0.0 0.0
0.0 0.0 0.0
0.0 0.0 0.0
0.0 0.0 0.0
0.0 0.0 0.0
0.0 0.0 0.0
0.0 0.0 0.0
0.0 0.0 0.0
0.0 0.0 0.0
0.0 0.0 0.0
0.0 0.0 0.0
0.0 0.0 0.0
0.0 0.0 0.0
0.0 0.0 0.0
0.0 0.0 0.0
0.0 0.0 0.0
0.0 0.0 0.0
0.0 0.0 0.0
0.0 0.0 0.0
0.0 0.0 0.0
0.0 0.0 0.0
0.0 0.0 0.0

Atom charges from the Löwdin analysis, given in e for atoms 1 to 6: -0.07 -0.28 -0.12 -0.34 -0.10 -0.14



No. 2
C20H33N5O4 in the gas phase, computed with ωB97M-V/def2-TZVPD.

The spin multiplicity is 1. The SMILES is CCO[C@H]1CCN(C(=O)CO[C@H]2C[C@@H](NC(=O)CCc3ncnn3C)C2)C[C@@H]1C. Its net charge is 0. The LUMO energy comes out at 0.522 eV.

Cartesian coordinates (Å):
1 C -3.293 0.640 -5.609
2 C -3.943 0.360 -4.270
3 O -3.233 1.089 -3.291
4 C -3.806 1.069 -2.002
5 C -3.741 -0.325 -1.376
6 C -4.171 -0.287 0.091
7 N -3.335 0.673 0.799
8 C -2.223 0.372 1.514
9 O -1.388 1.217 1.799
10 C -2.008 -1.047 2.046
11 O -0.872 -1.657 1.492
12 C -0.891 -1.794 0.084
13 C -0.297 -0.564 -0.644
14 C 1.082 -1.231 -0.539
15 N 1.819 -0.776 0.622
16 C 3.147 -0.934 0.777
17 O 3.875 -1.408 -0.085
18 C 3.726 -0.501 2.112
19 C 4.940 0.420 1.953
20 C 5.911 0.266 3.074
21 N 6.008 1.033 4.146
22 C 7.009 0.463 4.848
23 N 7.539 -0.605 4.289
24 N 6.823 -0.725 3.148
25 C 7.125 -1.767 2.190
26 C 0.362 -2.581 -0.332
27 C -3.504 2.026 0.299
28 C -3.050 2.095 -1.159
29 C -3.194 3.508 -1.714
30 H -3.805 0.102 -6.408
31 H -3.327 1.705 -5.836
32 H -2.249 0.329 -5.601
33 H -4.995 0.673 -4.288
34 H -3.913 -0.714 -4.058
35 H -4.858 1.388 -2.082
36 H -4.398 -1.017 -1.911
37 H -2.719 -0.700 -1.448
38 H -5.201 0.082 0.159
39 H -4.204 -1.264 0.562
40 H -1.812 -0.949 3.111
41 H -2.880 -1.700 1.949
42 H -1.867 -2.181 -0.229
43 H -0.640 -0.481 -1.675
44 H -0.406 0.412 -0.168
45 H 1.772 -1.152 -1.377
46 H 1.264 -0.543 1.434
47 H 2.992 -0.091 2.804
48 H 4.056 -1.453 2.545
49 H 5.430 0.246 0.994
50 H 4.605 1.456 1.922
51 H 7.353 0.846 5.796
52 H 6.283 -1.900 1.513
53 H 8.011 -1.497 1.617
54 H 7.309 -2.696 2.723
55 H 0.787 -3.258 0.409
56 H 0.224 -3.128 -1.263
57 H -4.567 2.285 0.377
58 H -2.986 2.738 0.934
59 H -1.989 1.823 -1.191
60 H -4.238 3.834 -1.709
61 H -2.616 4.219 -1.122
62 H -2.833 3.562 -2.740

Force components x, y, z for each atom (eV/Å):
0.0 0.0 0.0
0.1 0.0 -0.3
0.1 0.0 0.0
0.1 0.0 0.2
-0.4 -0.2 0.1
-0.3 0.4 -0.2
-0.2 -0.3 0.4
0.1 0.2 0.3
0.1 0.1 0.0
-0.3 -0.1 0.0
0.3 0.0 0.2
-0.1 -0.3 -0.1
0.0 0.4 0.0
0.7 -0.1 -0.3
-0.6 0.1 0.3
0.2 0.1 -0.2
-0.1 0.1 0.0
0.1 -0.7 0.0
-0.1 0.3 -0.1
0.2 0.0 0.0
-0.3 0.2 -0.2
0.2 -0.2 0.1
0.0 0.0 0.0
-0.2 0.1 0.1
0.0 0.0 0.0
0.1 -0.2 0.1
-0.2 0.0 -0.2
0.1 0.4 0.0
0.0 0.0 -0.1
0.0 0.0 0.0
0.0 0.0 0.0
0.0 0.0 0.0
0.0 0.0 0.1
0.0 0.0 0.0
-0.1 0.0 0.1
0.1 0.0 0.0
-0.1 0.1 -0.1
0.0 0.0 -0.1
0.4 0.0 0.0
0.1 0.1 0.0
0.0 0.0 -0.2
0.0 0.0 -0.1
0.1 -0.1 -0.1
0.0 -0.2 0.0
-0.2 -0.1 -0.1
0.1 0.1 0.0
0.0 0.1 -0.1
0.0 0.1 0.1
0.0 -0.3 0.0
0.1 0.0 0.2
0.0 -0.1 0.0
0.0 0.0 0.0
0.0 -0.1 0.0
0.0 0.0 0.0
-0.1 0.1 0.1
-0.1 0.1 -0.1
-0.1 -0.1 -0.1
0.3 -0.1 -0.1
0.0 0.0 0.0
0.0 0.0 0.0
0.0 0.0 0.0
0.0 0.0 0.0

Atom charges from the Löwdin analysis, given in e for atoms 1 to 6: -0.07 -0.28 -0.12 -0.33 -0.10 -0.12



No. 3
C20H33NO6 in the gas phase, computed with ωB97M-V/def2-TZVPD.

The spin multiplicity is 1. The SMILES is COc1ccc(CN2CCOCCOCCOCCOCCOCC2)cc1. Its net charge is 0. The LUMO energy comes out at 0.775 eV.

Cartesian coordinates (Å):
1 C -1.028 5.635 -0.482
2 O -0.667 4.475 -1.188
3 C 0.250 3.630 -0.629
4 C 0.598 2.517 -1.394
5 C 1.513 1.601 -0.919
6 C 2.093 1.754 0.338
7 C 3.028 0.700 0.880
8 N 2.393 -0.427 1.552
9 C 1.697 -1.354 0.682
10 C 2.680 -2.134 -0.203
11 O 3.024 -1.435 -1.396
12 C 2.639 -2.049 -2.597
13 C 1.124 -2.094 -2.829
14 O 0.591 -3.209 -2.146
15 C -0.794 -3.385 -2.304
16 C -1.634 -2.326 -1.581
17 O -2.956 -2.818 -1.498
18 C -3.890 -1.870 -1.055
19 C -3.675 -1.409 0.392
20 O -2.729 -0.361 0.403
21 C -2.651 0.358 1.607
22 C -1.989 -0.398 2.774
23 O -0.637 -0.717 2.585
24 C 0.242 0.389 2.655
25 C 1.692 -0.123 2.774
26 C 1.755 2.875 1.082
27 C 0.848 3.811 0.612
28 H -1.498 5.394 0.478
29 H -0.165 6.286 -0.309
30 H -1.747 6.154 -1.114
31 H 0.141 2.401 -2.364
32 H 1.803 0.760 -1.530
33 H 3.715 1.156 1.601
34 H 3.610 0.282 0.058
35 H 1.173 -2.063 1.325
36 H 0.946 -0.861 0.048
37 H 2.243 -3.101 -0.460
38 H 3.605 -2.294 0.363
39 H 3.105 -1.447 -3.382
40 H 3.025 -3.076 -2.652
41 H 0.674 -1.160 -2.471
42 H 0.921 -2.189 -3.907
43 H -1.020 -4.359 -1.864
44 H -1.063 -3.409 -3.370
45 H -1.631 -1.371 -2.126
46 H -1.214 -2.152 -0.582
47 H -3.876 -0.981 -1.703
48 H -4.859 -2.367 -1.137
49 H -4.630 -1.048 0.804
50 H -3.335 -2.264 0.991
51 H -3.658 0.667 1.931
52 H -2.069 1.251 1.365
53 H -2.493 -1.356 2.928
54 H -2.114 0.214 3.682
55 H 0.137 1.025 1.770
56 H -0.005 0.989 3.545
57 H 2.279 0.621 3.316
58 H 1.657 -1.038 3.376
59 H 2.207 3.028 2.053
60 H 0.618 4.671 1.222

Force components x, y, z for each atom (eV/Å):
-0.1 0.2 0.1
0.2 -0.3 -0.1
0.0 -0.1 -0.1
-0.2 0.2 0.0
0.0 0.1 0.0
0.2 0.1 0.1
0.1 -0.1 0.1
0.1 -0.1 0.0
0.5 -0.2 -0.2
-0.2 -0.1 0.2
0.0 0.2 0.1
-0.4 0.0 -0.2
0.4 0.0 -0.1
0.2 0.1 0.1
-0.5 0.0 0.1
0.3 -0.1 -0.1
0.2 -0.2 -0.1
-0.1 0.2 0.4
-0.1 -0.1 -0.3
0.1 -0.1 -0.2
0.2 -0.1 0.4
-0.3 0.2 -0.3
0.1 -0.2 -0.1
0.2 0.1 0.0
-0.4 0.1 0.0
0.1 -0.2 -0.2
-0.2 0.3 0.0
0.0 0.0 0.0
0.0 0.0 0.0
0.0 0.0 0.1
0.0 0.0 -0.1
0.0 -0.1 -0.1
0.0 0.0 -0.1
0.1 0.1 0.1
-0.1 0.0 -0.1
-0.1 -0.1 0.0
0.0 0.0 0.0
-0.1 0.0 0.0
-0.1 -0.1 0.0
0.0 0.1 -0.1
0.0 0.0 0.0
0.0 0.0 0.1
-0.1 0.1 -0.1
0.0 0.0 0.1
0.0 0.0 0.1
0.0 0.0 -0.1
-0.1 -0.1 0.0
0.0 0.1 0.0
0.0 0.0 0.0
-0.1 0.0 0.0
0.1 0.0 0.0
-0.1 0.0 0.1
-0.1 0.1 0.1
0.0 -0.1 -0.1
0.0 -0.1 0.1
0.0 0.0 -0.1
0.0 0.0 0.1
0.0 0.1 0.1
0.1 0.0 0.1
0.0 0.1 0.0

Atom charges from the Löwdin analysis, given in e for atoms 1 to 6: -0.10 -0.09 -0.28 0.01 -0.03 -0.22



Relative energy (zero: lowest compared OMol25 entry of this formula, charge and spin) / eV: 0.342, 0.509, 0.110
HOMO-LUMO gap / Ha: 0.3583, 0.3589, 0.3210
DFT total energy / Eh: -1356.64521, -1356.63909, -1287.97873